DFT (the ωB97M-V functional and the def2-TZVPD basis) results for a single C3H4 molecule.

```
7
Properties=species:S:1:pos:R:3:lowdin_charge:R:1
C 0.97 -0.02 0.01 -0.104
C -0.53 0.04 -0.10 -0.170
C -1.74 -0.01 0.05 0.083
H 1.34 -0.33 0.92 0.038
H 1.34 1.03 -0.14 0.095
H 1.40 -0.67 -0.71 0.055
H -2.78 -0.05 -0.03 0.003
```

Computed properties:
SMILES   C#CC
Energy relative to the best compared isomer or geometry (same formula, charge and spin)   5.2 kcal per mole
Kohn-Sham gap   11.126 eV
HOMO   -0.3684 Eh
E_tot   -3173.62524 eV